{
  "formula": "C5H6ClFO",
  "method": "ωB97M-V/def2-TZVPD",
  "elements": ["C", "C", "C", "C", "C", "H", "H", "H", "H", "H", "H", "O", "F", "Cl"],
  "positions_angstrom": [[-1.18851, 1.40110, 1.48701], [0.68475, 0.13352, 0.74135], [1.25040, -0.70075, -0.11968], [0.80986, -0.79952, -1.50035], [-0.43887, -0.89022, -1.94201], [-1.88955, 2.07929, 0.98899], [-1.71803, 0.60880, 2.09841], [-0.50388, 1.91355, 2.19334], [1.02047, 0.28263, 1.78498], [-0.63598, -1.20405, -2.93519], [-1.25834, -0.73846, -1.24661], [-0.41215, 0.84831, 0.43561], [1.82288, -1.05853, -2.35543], [2.45695, -1.87565, 0.36957]],
  "forces_ev_per_angstrom": [[0.4, -0.5, 1.0], [-0.2, 0.2, 1.9], [0.3, 0.1, 0.0], [-0.6, -1.2, -0.6], [0.2, 0.2, 1.1], [0.2, -0.1, 0.5], [0.4, 0.7, -0.9], [-0.5, 0.2, -0.3], [0.0, -0.5, -0.6], [-0.1, 0.1, -0.8], [0.2, 0.0, -0.2], [-0.2, 0.1, -0.9], [0.1, 0.2, -0.1], [-0.2, 0.7, 0.0]],
  "nbo_charge": [-0.2473, 0.1624, -0.1868, 0.3635, -0.4573, 0.2099, 0.1804, 0.1768, 0.1844, 0.2172, 0.2195, -0.5077, -0.3306, 0.0153],
  "smiles": "C=C(F)/C(Cl)=C\\OC",
  "spin_multiplicity": 1,
  "fmax_ev_per_a": 1.9,
  "lumo_ha": 0.0282,
  "total_energy_ev": -22567.6213,
  "homo_ev": -8.5986,
  "gap_ev": 9.4
}



{
  "formula": "C5H6ClN",
  "method": "ωB97M-V/def2-TZVPD",
  "elements": ["C", "C", "C", "C", "C", "N", "Cl", "H", "H", "H", "H", "H", "H"],
  "positions_angstrom": [[-0.87056, 0.80294, -0.41555], [1.50506, 2.04023, 0.66994], [1.31786, 1.14170, 1.42421], [-0.26776, -1.45947, -0.55619], [-0.37187, -0.07130, -1.19637], [-1.58662, 1.51252, 0.29543], [0.20005, 0.29207, -2.80110], [1.79439, 2.78360, 0.03072], [-0.88686, 2.08467, 0.78875], [1.16503, 0.16455, 1.70042], [0.80423, -1.71273, -0.40882], [-0.75343, -2.17965, -1.17083], [-0.82155, -1.39072, 0.46395]],
  "forces_ev_per_angstrom": [[-2.4, 1.5, 0.1], [0.3, -0.3, 0.8], [0.3, 0.3, -0.6], [0.5, 1.3, 1.3], [0.7, -2.1, -0.4], [1.3, 0.4, -0.3], [-0.1, -0.2, 0.4], [0.3, 1.6, -1.1], [-0.6, 0.2, 0.7], [-0.4, -1.4, 1.2], [-0.7, -0.1, 0.0], [-0.3, -0.7, -0.4], [1.1, -0.3, -1.7]],
  "nbo_charge": [0.3712, -0.2218, -0.2236, -0.6038, -0.2351, -0.5969, 0.0143, 0.2279, 0.3735, 0.2262, 0.2153, 0.2254, 0.2275],
  "smiles": "CC(Cl)=C=N.C#C",
  "spin_multiplicity": 1,
  "fmax_ev_per_a": 2.8,
  "lumo_ha": 0.0293,
  "total_energy_ev": -19290.4015,
  "homo_ev": -8.7862,
  "gap_ev": 9.6
}



{
  "formula": "C5H6ClN",
  "method": "ωB97M-V/def2-TZVPD",
  "elements": ["C", "C", "C", "C", "C", "N", "Cl", "H", "H", "H", "H", "H", "H"],
  "positions_angstrom": [[2.06864, -0.84693, -0.21241], [-0.33571, -1.02918, -0.31449], [0.81412, -0.26216, -0.08314], [-1.62851, -0.34848, -0.32928], [0.64220, 1.15847, 0.69620], [3.15461, -1.25007, -0.12603], [0.43246, 2.60784, -0.36902], [-0.36216, -1.96792, -0.70845], [-2.35736, -0.88220, 0.35015], [-2.11515, -0.42502, -1.37709], [-1.50465, 0.66488, 0.00408], [-0.32797, 1.13965, 1.32142], [1.51947, 1.44113, 1.14807]],
  "forces_ev_per_angstrom": [[2.7, -0.5, 0.7], [2.4, 4.7, 0.3], [-4.3, 0.2, 1.1], [-2.3, -1.1, -0.2], [-2.8, -1.9, -2.0], [-1.1, 0.3, -0.5], [-0.2, -0.3, -0.4], [0.7, -2.7, -0.8], [0.6, 0.6, -0.6], [0.9, 0.4, 1.6], [-0.6, 0.4, -0.3], [2.2, -0.1, -0.6], [1.8, 0.0, 1.8]],
  "nbo_charge": [0.2404, -0.0372, -0.1766, -0.6629, -0.3600, -0.2900, -0.0772, 0.2074, 0.2286, 0.2458, 0.2190, 0.2331, 0.2295],
  "smiles": "C/C=C(/C#N)CCl",
  "spin_multiplicity": 1,
  "fmax_ev_per_a": 5.3,
  "lumo_ha": -0.0025,
  "total_energy_ev": -19292.9496,
  "homo_ev": -9.8540,
  "gap_ev": 9.8
}



{
  "formula": "C5H6ClN2O3S2",
  "method": "ωB97M-V/def2-TZVPD",
  "elements": ["C", "C", "C", "C", "C", "N", "N", "O", "O", "O", "S", "S", "Cl", "H", "H", "H", "H", "H", "H"],
  "positions_angstrom": [[2.17831, 0.76679, -0.78952], [3.48200, 1.06778, -0.96654], [2.92105, 0.26323, 1.35393], [0.44768, -1.26041, 0.69892], [-1.01076, -1.56009, 1.07893], [1.92749, 0.43961, 0.48446], [0.66145, 0.04416, 0.87634], [-1.45595, 0.45034, -0.70337], [1.21051, -2.20002, 0.54867], [-1.27908, 2.92124, -0.82061], [4.32384, 0.78002, 0.49796], [-0.62597, 1.45079, -0.14604], [-1.45918, 1.97452, 1.73457], [1.44048, 0.63126, -1.60546], [3.97670, 1.58151, -1.91426], [-0.85697, -2.41362, 1.86584], [-1.62642, -0.75122, 1.53280], [-1.56712, -2.03515, 0.21850], [-1.97306, 3.38020, -0.44051]],
  "forces_ev_per_angstrom": [[-0.2, 0.1, -2.5], [1.2, 1.4, -2.8], [-0.7, 1.1, -0.8], [-2.6, -1.9, 1.4], [-0.6, -2.5, 0.8], [-0.1, -1.2, 0.8], [1.9, 0.5, 0.6], [-1.8, -2.3, -1.5], [0.7, 0.6, -0.8], [3.2, -1.8, -2.1], [1.4, 0.0, 1.0], [1.0, 3.9, -1.3], [-1.3, 0.8, 2.7], [0.5, 0.4, 1.0], [-1.2, -1.4, 2.3], [-0.6, 1.5, -1.3], [0.8, -0.5, -0.5], [0.6, 0.6, 0.9], [-2.2, 0.8, 1.9]],
  "lowdin_spin": [0.0175, 0.1204, 0.5691, 0.0208, 0.0005, 0.0468, 0.2534, 0.1151, 0.0687, 0.0535, 0.1955, 0.2997, 0.2207, 0.0052, 0.0102, 0.0004, -0.0001, -0.0007, 0.0033],
  "spin_multiplicity": 3,
  "fmax_ev_per_a": 4.3,
  "lumo_ha": [0.1080, 0.0002],
  "total_energy_ev": -48591.4921,
  "charge": -1,
  "homo_ev": [-0.4513, -4.9618],
  "gap_ev": [3.4, 5.0]
}



{
  "formula": "C5H6ClN3O",
  "method": "ωB97M-V/def2-TZVPD",
  "elements": ["C", "C", "C", "C", "C", "N", "N", "N", "O", "Cl", "H", "H", "H", "H", "H", "H"],
  "positions_angstrom": [[0.61080, 1.86633, -0.34149], [-0.79962, 0.70367, 1.07079], [0.50831, 1.12523, -1.44857], [0.63375, -1.86699, 0.80174], [-1.34584, -0.10044, -0.09003], [0.05646, 1.61559, 0.89588], [-0.39266, -0.67394, -1.00894], [0.68374, -1.31477, -0.37843], [-0.28465, -1.85339, 1.58328], [0.88288, 1.02084, -3.08190], [1.27626, 2.73956, -0.34138], [-1.06400, 0.43938, 2.04162], [1.64102, -2.11047, 1.19243], [-1.87799, -0.84070, 0.44300], [-2.13629, 0.46137, -0.56425], [1.60785, -1.21126, -0.77375]],
  "forces_ev_per_angstrom": [[0.7, 0.5, -1.9], [0.7, 0.4, -2.8], [-1.8, -3.5, 1.3], [1.6, 0.5, 2.7], [-0.6, -0.2, 1.9], [0.7, 0.0, 1.4], [1.6, 4.0, -1.8], [0.0, 0.5, -1.3], [-1.2, -0.9, 0.6], [0.3, 0.5, 0.5], [-0.5, -0.1, -0.3], [-0.7, -0.2, 1.6], [0.1, -0.6, -0.5], [-0.6, -1.4, 0.0], [0.2, 0.4, -0.9], [-0.4, 0.0, -0.5]],
  "nbo_charge": [-0.1300, 0.1878, 0.0527, 0.4975, -0.3675, -0.4446, -0.2261, -0.4628, -0.6375, 0.1168, 0.2214, 0.2013, 0.1149, 0.2405, 0.2314, 0.4043],
  "spin_multiplicity": 1,
  "fmax_ev_per_a": 4.7,
  "lumo_ha": [-0.0019, -0.0019],
  "total_energy_ev": -24317.4142,
  "homo_ev": [-8.6994, -8.6999],
  "gap_ev": [8.6, 8.6]
}



{
  "formula": "C5H6ClNO3S",
  "method": "ωB97M-V/def2-TZVPD",
  "elements": ["C", "C", "C", "C", "C", "N", "O", "O", "O", "S", "Cl", "H", "H", "H", "H", "H", "H"],
  "positions_angstrom": [[-2.30759, 2.38551, 0.06114], [-1.98338, -0.01695, 0.16496], [2.45567, 0.03780, 0.56462], [1.76334, -0.46910, -0.69589], [-2.80435, 1.09012, 0.26423], [-1.84621, 3.39697, -0.17073], [-0.73300, -0.08959, -0.27996], [0.33842, -2.01368, 0.94818], [-0.24274, -2.12391, -1.49234], [0.33931, -1.45767, -0.36972], [-2.77173, -1.56773, 0.43499], [2.64058, -0.73104, 1.26118], [3.30103, 0.64747, 0.38819], [1.87458, 0.63880, 1.10983], [2.32531, -1.10522, -1.28249], [1.39244, 0.32562, -1.51503], [-3.74170, 1.05260, 0.60884]],
  "forces_ev_per_angstrom": [[0.1, -1.1, -0.2], [-1.8, -0.2, -0.2], [0.4, -1.4, -1.9], [-1.6, 2.6, -1.1], [4.8, -1.4, -0.8], [0.7, 1.9, -0.3], [0.3, 1.1, 0.4], [0.7, 0.0, -0.8], [1.4, -0.2, 0.3], [-3.3, 0.8, 0.7], [0.2, 0.4, 0.1], [0.8, -1.3, 0.4], [1.2, 0.1, -0.7], [-2.9, 2.6, 1.8], [1.7, -1.6, -1.1], [0.7, -1.5, 2.2], [-3.3, -0.8, 1.1]],
  "nbo_charge": [0.2576, 0.4044, -0.6161, -0.6573, -0.4446, -0.3187, -0.7173, -0.8717, -0.8640, 2.3372, 0.0055, 0.2364, 0.2350, 0.2287, 0.2474, 0.2882, 0.2492],
  "smiles": "CCS(=O)(=O)O/C(Cl)=C\\C#N",
  "spin_multiplicity": 1,
  "fmax_ev_per_a": 5.1,
  "lumo_ha": 0.0112,
  "total_energy_ev": -36269.7569,
  "homo_ev": -9.4374,
  "gap_ev": 9.7
}



{
  "formula": "C5H6CuLiO4",
  "method": "ωB97M-V/def2-TZVPD",
  "elements": ["O", "C", "O", "O", "C", "C", "Li", "H", "H", "H", "H", "Cu", "C", "C", "O", "H", "H"],
  "positions_angstrom": [[-3.62034, 1.56567, 0.16306], [-2.61545, 1.54393, 0.92383], [-2.45102, 2.26453, 1.93773], [-1.85650, 0.39530, 0.67151], [-0.44217, 0.59147, 0.61381], [0.27575, -0.71857, 0.28131], [-1.45511, 0.07098, 3.00460], [-0.08704, 0.94218, 1.58441], [-0.25648, 1.29074, -0.20378], [-0.28547, -1.36422, -0.37952], [0.67762, -1.22352, 1.14679], [-3.68432, -0.39577, -0.65922], [2.77264, -0.66499, -1.58933], [3.55946, -1.64062, -1.97432], [4.31524, -2.45815, -2.35714], [2.01762, -0.28355, -2.26093], [3.13558, 0.08459, -0.90281]],
  "forces_ev_per_angstrom": [[0.4, -1.0, -0.7], [-3.1, 1.9, 1.8], [1.5, -2.2, -1.5], [0.7, -1.2, 0.7], [1.5, -1.0, -1.0], [-1.9, 0.5, 1.2], [-0.4, 0.8, -0.5], [0.2, 0.7, -0.1], [0.2, 0.5, 0.4], [0.4, 0.0, -0.5], [0.6, -0.2, -0.1], [0.1, 1.3, 0.3], [-0.3, 0.7, 0.0], [2.1, -1.4, -1.2], [-1.9, 1.5, 1.1], [-0.1, -0.4, -0.2], [0.2, -0.3, 0.3]],
  "lowdin_spin": [0.0055, 0.0036, 0.0011, 0.0319, 0.0937, 0.7053, 0.0024, 0.0022, 0.0164, 0.0330, 0.0424, 0.0002, 0.0290, 0.0180, 0.0157, 0.0000, -0.0003],
  "spin_multiplicity": 2,
  "fmax_ev_per_a": 4.1,
  "lumo_ha": [-0.1872, -0.1906],
  "total_energy_ev": -58306.4918,
  "charge": 1,
  "homo_ev": [-11.8372, -12.0025],
  "gap_ev": [6.7, 6.8]
}



{
  "formula": "C5H6DyO4",
  "method": "ωB97M-V/def2-TZVPD",
  "elements": ["C", "C", "H", "H", "H", "Dy", "C", "O", "C", "O", "O", "H", "H", "H", "C", "O"],
  "positions_angstrom": [[0.23165, 1.30624, 2.04890], [1.51891, 0.89543, 1.54177], [0.20180, 2.22980, 2.64237], [0.12698, 0.33944, 2.68802], [1.86823, -0.03590, 1.99149], [-1.07303, 1.56021, 0.17210], [2.46405, 1.48149, 0.57599], [2.62977, 0.68696, -0.67365], [1.62349, 0.19495, -1.30275], [0.43077, 0.34698, -1.00947], [1.98153, -0.68978, -2.19446], [3.50093, 1.49271, 0.93507], [2.25357, 2.51536, 0.27696], [1.25216, -1.29452, -2.39161], [-2.74483, -2.01299, 0.53201], [-2.32491, -0.96364, 0.46804]],
  "forces_ev_per_angstrom": [[5.2, -3.6, 2.7], [-1.5, 0.2, 0.9], [-0.6, 0.4, -0.7], [-1.4, 2.2, -0.4], [-0.2, -0.4, -0.9], [-1.7, 0.0, -1.8], [0.7, 1.2, -1.4], [0.4, 0.7, 0.9], [0.4, -2.3, -0.2], [-1.0, 1.1, 0.6], [0.4, 0.6, 0.3], [-0.3, -0.1, 0.3], [-0.2, -0.2, 0.0], [-0.2, 0.1, -0.4], [-0.2, -0.5, 0.0], [0.3, 0.6, -0.1]],
  "lowdin_spin": [-0.0180, 0.1504, 0.0060, -0.0005, 0.0033, 5.7141, 0.0220, 0.0105, 0.0080, 0.0528, 0.0011, 0.0030, 0.0022, 0.0002, 0.0021, 0.0428],
  "spin_multiplicity": 7,
  "fmax_ev_per_a": 6.9,
  "lumo_ha": [-0.3566, -0.3474],
  "total_energy_ev": -37536.3313,
  "charge": 2,
  "homo_ev": [-16.9433, -18.7067],
  "gap_ev": [7.2, 9.3]
}



{
  "formula": "C5H6F2N2",
  "method": "ωB97M-V/def2-TZVPD",
  "elements": ["C", "C", "C", "C", "C", "N", "N", "F", "F", "H", "H", "H", "H", "H", "H"],
  "positions_angstrom": [[1.35985, 0.43756, 0.62547], [2.59884, -1.20897, 0.11755], [0.51099, -0.55467, 0.12392], [-1.69012, 0.70439, -0.09958], [-0.85813, -0.51517, -0.19421], [2.62796, 0.01457, 0.59865], [1.35159, -1.60132, -0.18395], [-1.94372, -1.39919, 1.50657], [-1.28083, -1.45621, -1.03091], [1.10348, 1.41790, 0.97222], [3.46944, -1.81319, -0.03800], [-1.43333, 1.40841, -0.89159], [-1.53295, 1.17583, 0.86720], [-2.73709, 0.42567, -0.19100], [1.04981, -2.49388, -0.54508]],
  "forces_ev_per_angstrom": [[-0.7, -0.5, -0.3], [-0.3, -0.1, -0.1], [0.4, 0.4, 0.2], [-0.1, -0.1, 0.0], [-1.8, -1.1, 1.4], [0.5, 0.3, 0.2], [0.0, -0.2, -0.1], [1.4, 0.9, -1.8], [0.4, 0.6, 0.4], [-0.2, 0.2, 0.1], [0.1, -0.3, 0.0], [0.1, 0.0, -0.1], [0.0, -0.1, 0.0], [0.1, -0.1, 0.1], [0.1, 0.1, 0.0]],
  "nbo_charge": [0.0530, 0.2291, -0.0969, -0.7027, 0.7828, -0.4478, -0.4672, -0.7094, -0.2878, 0.2212, 0.2124, 0.2324, 0.2647, 0.2737, 0.4425],
  "spin_multiplicity": 1,
  "fmax_ev_per_a": 2.6,
  "lumo_ha": [-0.0401, -0.0401],
  "total_energy_ev": -13695.6025,
  "homo_ev": [-9.5351, -9.5340],
  "gap_ev": [8.4, 8.4]
}



{
  "formula": "C5H6F2O3",
  "method": "ωB97M-V/def2-TZVPD",
  "elements": ["C", "C", "C", "C", "C", "O", "O", "O", "F", "F", "H", "H", "H", "H", "H", "H"],
  "positions_angstrom": [[0.15951, 1.61994, 0.80573], [0.06702, 0.25631, 0.16133], [0.89058, 0.46891, 1.47040], [1.24970, -1.32109, -0.92186], [-2.10336, 0.13889, -0.63502], [-0.13138, 2.76171, 0.83310], [0.85509, 0.09502, -0.94842], [-1.12636, -0.43799, 0.23421], [2.20364, 0.34251, 1.58483], [0.47709, 0.13498, 2.74625], [1.93842, -1.57652, -1.85784], [0.46110, -1.92337, -0.86509], [1.81281, -1.41607, -0.09950], [-2.79324, -0.66667, -0.63826], [-1.48603, 0.32734, -1.67945], [-2.47458, 1.19611, -0.19042]],
  "forces_ev_per_angstrom": [[1.2, -0.8, -0.1], [-0.5, 0.2, 0.4], [-0.6, 0.7, 2.6], [3.2, 2.7, -4.9], [2.3, 2.7, -1.1], [-0.4, 0.7, 0.0], [-0.3, -1.2, -0.2], [1.1, 0.3, 0.5], [0.9, 0.0, -1.4], [-1.0, -0.2, -1.1], [-1.7, 0.8, 1.9], [-3.4, -2.4, -0.1], [2.3, -0.7, 3.1], [-1.3, 0.0, -0.7], [-2.3, -0.4, 2.3], [0.6, -2.6, -1.1]],
  "nbo_charge": [0.4934, 0.3628, 0.5462, -0.2427, -0.2705, -0.4149, -0.4962, -0.5176, -0.2963, -0.3224, 0.1991, 0.1842, 0.1793, 0.2075, 0.1930, 0.1950],
  "smiles": "COC1(OC)C(=O)C1(F)F",
  "spin_multiplicity": 1,
  "fmax_ev_per_a": 6.4,
  "lumo_ha": -0.0066,
  "total_energy_ev": -16854.7622,
  "homo_ev": -9.7048,
  "gap_ev": 9.5
}